Computed, not measured: a molecular structure, C8H14BiClEuF6O in a non-equilibrium geometry, with wB97M-V/def2-TZVPD.

Last column: Mulliken charge in e.
Geometry (Å):
Bi (0.571, -0.177, -0.542)  0.649
Cl (-2.003, -0.912, -0.047)  -0.542
C (1.813, -1.147, 1.104)  -1.149
H (2.675, -0.445, 1.072)  0.194
H (2.145, -2.179, 0.888)  0.362
H (1.276, -1.076, 2.054)  0.270
Eu (-1.613, -2.707, -1.937)  0.578
C (-1.889, -5.037, -0.757)  -1.143
C (-2.598, -1.003, -3.633)  -1.033
C (0.960, -2.385, -2.525)  -0.976
H (-1.956, -0.187, -4.002)  0.152
H (-2.592, -1.880, -4.327)  0.233
H (-3.625, -0.638, -3.406)  0.189
H (-1.169, -5.259, 0.068)  0.141
H (-2.934, -4.968, -0.376)  0.240
H (-1.831, -5.788, -1.583)  0.219
H (1.822, -3.101, -2.336)  0.144
H (1.503, -1.907, -3.383)  0.166
C (1.486, 2.196, 2.715)  -1.822
C (0.621, 2.487, 1.520)  1.335
O (0.070, 1.384, 0.893)  -0.879
C (-0.676, 3.266, 2.023)  0.527
F (-0.352, 4.396, 2.720)  -0.293
F (-1.550, 3.588, 1.029)  -0.241
F (-1.367, 2.453, 2.871)  -0.258
C (1.333, 3.436, 0.475)  0.481
F (2.075, 4.394, 1.144)  -0.316
F (2.223, 2.712, -0.251)  -0.131
F (0.551, 4.038, -0.451)  -0.265
H (0.908, 1.587, 3.412)  0.388
H (1.722, 3.156, 3.181)  0.430
H (2.401, 1.701, 2.388)  0.350

Calculated total energy in eV: -64561.1666
2S+1: 8
LUMO level (alpha / beta) in eV: 5.05 / 5.02
Net charge: -2

Computed, not measured: 2 unconnected molecules or ions with the total composition C8H14ClN2Si in a non-equilibrium geometry, with wB97M-V/def2-TZVPD.

Last column: natural (NBO) charge in e.
Geometry (Å):
C (-0.074, -0.650, 1.102)  -0.283
C (0.248, -0.584, -1.307)  -0.313
C (-1.417, -0.654, 0.905)  0.078
C (-1.115, -0.481, -1.363)  0.103
C (0.843, -0.636, -0.012)  0.297
C (2.776, -0.434, 1.494)  -0.419
C (2.947, -1.149, -0.973)  -0.416
C (-3.477, 2.244, -0.143)  -0.795
N (-1.957, -0.559, -0.373)  -0.655
N (2.153, -0.583, 0.183)  -0.352
Si (-3.793, -0.322, -0.612)  1.289
Cl (-4.681, -1.125, 0.955)  -0.299
H (0.246, -0.866, 2.098)  0.242
H (0.883, -0.317, -2.116)  0.248
H (-2.180, -0.424, 1.604)  0.233
H (-1.549, -0.659, -2.362)  0.224
H (2.045, -0.498, 2.264)  0.213
H (3.680, -1.025, 1.699)  0.235
H (3.221, 0.596, 1.525)  0.222
H (4.007, -1.442, -0.552)  0.234
H (2.535, -2.100, -1.274)  0.221
H (3.002, -0.390, -1.715)  0.217
H (-2.578, 2.375, 0.456)  0.205
H (-3.548, 2.741, -1.171)  0.225
H (-4.368, 2.540, 0.369)  0.208
H (-4.173, -0.694, -1.900)  -0.161

Calculated total energy in eV: -31896.0615
Energy relative to the best compared isomer or geometry (same formula, charge and spin) in kcal/mol: 53.2
LUMO level in eV: -3.42
Net charge: +1